<i>
This record from the OMol25 dataset describes C54H52N10O4Y as an isolated structure. The level of theory is ωB97M-V with the def2-TZVPD basis set.

Last column: Löwdin charge in e.
CARTESIAN COORDINATES (ANGSTROEM)
Y  0.486  -0.346  -0.462  1.467
O  1.510  -1.422  7.018  -0.039
C  1.679  -0.331  6.446  -0.694
O  2.127  0.753  6.862  -0.046
C  1.306  -0.333  4.946  -0.081
C  1.192  0.852  4.243  0.051
C  0.797  0.837  2.913  -0.194
N  0.596  -0.305  2.238  0.124
C  0.724  -1.456  2.913  -0.218
C  1.040  -1.505  4.263  0.052
C  0.454  -2.720  2.174  -0.234
C  0.957  -3.933  2.634  -0.001
C  0.646  -5.091  1.948  -0.050
C  -0.168  -5.007  0.831  -0.052
C  -0.589  -3.756  0.420  -0.121
N  -0.280  -2.629  1.063  0.086
C  0.536  2.117  2.196  -0.213
C  0.534  3.330  2.882  -0.006
C  0.306  4.504  2.188  -0.063
C  0.078  4.434  0.827  -0.059
C  0.066  3.188  0.222  -0.144
N  0.288  2.051  0.885  0.069
H  1.425  1.759  4.782  0.107
H  1.060  -2.430  4.822  0.117
H  1.607  -3.962  3.496  0.117
H  1.045  -6.042  2.277  0.110
H  -0.441  -5.885  0.260  0.104
H  -1.170  -3.643  -0.483  0.089
H  0.684  3.353  3.950  0.107
H  0.296  5.452  2.712  0.107
H  -0.107  5.316  0.228  0.110
H  -0.126  3.095  -0.835  0.077
N  2.679  -0.026  -2.476  -0.007
C  2.754  0.967  -3.552  -0.243
C  1.350  1.309  -4.043  -0.111
C  0.635  2.036  -2.913  -0.668
O  0.814  3.259  -2.810  -0.025
O  -0.065  1.315  -2.124  -0.173
H  3.450  0.047  -1.825  0.048
H  2.711  -0.966  -2.849  0.054
H  3.384  0.633  -4.383  0.106
H  3.209  1.878  -3.153  0.100
H  0.818  0.394  -4.305  0.099
H  1.407  1.969  -4.910  0.112
C  -4.170  0.408  -2.925  -0.007
C  -5.372  -0.277  -2.335  -0.209
C  -6.478  -0.560  -3.133  -0.055
C  -7.622  -1.154  -2.623  -0.094
C  -7.682  -1.481  -1.276  -0.093
C  -6.586  -1.236  -0.466  -0.021
C  -5.438  -0.643  -0.984  -0.215
N  -4.354  -0.394  -0.109  0.138
C  -3.035  -0.745  -0.351  -0.377
N  -2.940  -1.817  -1.188  0.139
C  -1.965  -2.191  -2.160  -0.272
C  -0.662  -1.692  -2.141  -0.161
C  0.107  -2.117  -3.236  -0.172
C  -0.333  -2.991  -4.220  -0.100
C  -1.617  -3.506  -4.137  -0.074
C  -2.457  -3.112  -3.108  -0.233
C  -3.856  -3.676  -3.033  -0.044
N  -2.054  -0.155  0.249  0.096
C  -2.462  0.900  1.122  -0.275
C  -2.645  2.184  0.613  -0.050
C  -3.008  3.231  1.439  -0.089
C  -3.192  3.001  2.798  -0.091
C  -3.037  1.721  3.300  -0.047
C  -2.693  0.647  2.477  -0.225
C  -2.637  -0.744  3.048  -0.027
H  -4.477  1.059  -3.744  0.085
H  -3.444  -0.306  -3.320  0.086
H  -3.645  1.013  -2.186  0.076
H  -6.438  -0.286  -4.182  0.112
H  -8.465  -1.352  -3.272  0.098
H  -8.570  -1.939  -0.860  0.099
H  -6.600  -1.512  0.581  0.113
H  -4.529  0.136  0.729  0.142
H  -3.849  -2.202  -1.380  0.093
H  1.121  -1.755  -3.336  0.052
H  0.322  -3.280  -5.034  0.093
H  -1.977  -4.215  -4.874  0.100
H  -3.987  -4.450  -3.788  0.075
H  -4.626  -2.917  -3.208  0.071
H  -4.065  -4.133  -2.060  0.085
H  -2.450  2.348  -0.441  0.115
H  -3.122  4.227  1.029  0.104
H  -3.454  3.816  3.462  0.098
H  -3.186  1.534  4.358  0.114
H  -2.109  -0.751  4.003  0.085
H  -2.144  -1.430  2.366  0.052
H  -3.649  -1.119  3.232  0.083
N  5.970  -5.836  0.981  0.121
C  5.202  -5.013  0.742  -0.205
C  4.242  -3.985  0.435  -0.266
C  4.207  -2.801  1.170  -0.052
C  3.265  -1.833  0.860  -0.163
C  2.302  -1.968  -0.163  -0.247
C  2.390  -3.183  -0.870  -0.144
C  3.327  -4.171  -0.597  -0.057
H  4.912  -2.652  1.980  0.111
H  3.284  -0.926  1.456  0.064
H  1.680  -3.392  -1.665  0.070
H  3.347  -5.091  -1.169  0.108
N  2.804  1.089  0.086  0.183
C  3.129  2.196  0.173  -0.227
N  3.474  3.461  0.285  -0.076
C  4.337  3.871  1.395  -0.141
C  5.788  3.951  0.937  -0.177
C  5.916  4.841  -0.300  -0.203
C  4.985  4.368  -1.417  -0.178
C  3.548  4.295  -0.922  -0.135
H  4.199  3.174  2.220  0.131
H  3.983  4.853  1.724  0.126
H  6.136  2.941  0.700  0.119
H  6.409  4.325  1.754  0.112
H  6.951  4.859  -0.646  0.107
H  5.654  5.871  -0.029  0.113
H  5.293  3.373  -1.756  0.115
H  5.039  5.034  -2.281  0.114
H  2.850  3.908  -1.666  0.104
H  3.199  5.291  -0.629  0.129

Charge   -1
HOMO   -5.688 eV
E_LUMO   2.1 eV



<ii>
This record from the OMol25 dataset describes C54H52N10O4Y as an isolated structure. The level of theory is ωB97M-V with the def2-TZVPD basis set.

Last column: Löwdin charge in e.
CARTESIAN COORDINATES (ANGSTROEM)
Y  -0.492  0.324  -0.026  1.547
O  -2.922  0.649  7.196  -0.033
C  -2.666  -0.406  6.600  -0.694
O  -2.599  -1.589  6.979  -0.046
C  -2.343  -0.228  5.079  -0.079
C  -2.443  -1.312  4.221  0.043
C  -2.164  -1.150  2.872  -0.231
N  -1.689  0.004  2.382  0.106
C  -1.552  1.044  3.215  -0.181
C  -1.924  0.978  4.555  0.060
C  -1.015  2.289  2.621  -0.191
C  -0.521  3.346  3.371  0.013
C  0.029  4.422  2.694  -0.027
C  0.041  4.432  1.311  -0.017
C  -0.530  3.367  0.631  -0.203
N  -1.017  2.322  1.290  0.070
C  -2.357  -2.260  1.908  -0.207
C  -2.752  -3.530  2.338  -0.007
C  -2.972  -4.528  1.409  -0.075
C  -2.792  -4.243  0.065  -0.058
C  -2.373  -2.969  -0.276  -0.133
N  -2.151  -2.000  0.611  0.107
H  -2.723  -2.253  4.671  0.108
H  -1.903  1.841  5.206  0.118
H  -0.517  3.313  4.451  0.111
H  0.483  5.236  3.242  0.114
H  0.544  5.223  0.781  0.101
H  0.543  3.015  -1.112  0.111
H  -2.889  -3.735  3.388  0.109
H  -3.285  -5.513  1.732  0.110
H  -2.959  -4.987  -0.702  0.105
H  -2.214  -2.711  -1.316  0.094
N  1.609  0.915  -2.372  0.030
C  2.993  1.114  -1.944  -0.259
C  3.151  2.312  -1.021  -0.112
C  2.374  2.266  0.324  -0.678
O  2.632  3.171  1.117  0.024
O  1.553  1.307  0.497  -0.153
H  1.535  0.080  -2.939  0.069
H  1.296  1.695  -2.940  0.059
H  3.681  1.240  -2.794  0.105
H  3.288  0.210  -1.413  0.082
H  2.845  3.233  -1.528  0.103
H  4.204  2.435  -0.764  0.112
C  0.492  -4.969  1.518  -0.014
C  1.531  -5.526  0.588  -0.197
C  1.520  -6.857  0.186  -0.042
C  2.482  -7.353  -0.684  -0.087
C  3.477  -6.521  -1.170  -0.089
C  3.505  -5.191  -0.779  -0.027
C  2.542  -4.695  0.092  -0.232
N  2.592  -3.318  0.465  0.129
C  1.616  -2.419  0.026  -0.379
N  1.132  -2.758  -1.197  0.158
C  0.195  -2.224  -2.129  -0.237
C  -0.543  -1.050  -1.905  -0.180
C  -1.386  -0.667  -2.971  -0.237
C  -1.467  -1.410  -4.148  -0.053
C  -0.766  -2.594  -4.289  -0.063
C  0.068  -3.031  -3.275  -0.230
C  0.774  -4.360  -3.417  -0.049
N  1.251  -1.402  0.733  0.080
C  1.882  -1.185  1.995  -0.248
C  1.119  -1.438  3.135  -0.030
C  1.612  -1.234  4.411  -0.067
C  2.914  -0.790  4.571  -0.084
C  3.691  -0.560  3.448  -0.045
C  3.208  -0.746  2.155  -0.208
C  4.114  -0.403  1.004  -0.024
H  -0.158  -5.757  1.897  0.082
H  -0.130  -4.232  1.005  0.066
H  0.954  -4.463  2.369  0.090
H  0.748  -7.516  0.565  0.110
H  2.455  -8.395  -0.977  0.100
H  4.231  -6.904  -1.845  0.100
H  4.269  -4.514  -1.141  0.118
H  2.848  -3.147  1.429  0.137
H  1.587  -3.583  -1.550  0.081
H  -2.766  0.638  -3.897  0.143
H  -2.111  -1.075  -4.955  0.104
H  -0.878  -3.184  -5.192  0.102
H  0.461  -4.847  -4.340  0.075
H  0.528  -5.037  -2.593  0.081
H  1.863  -4.254  -3.461  0.083
H  0.121  -1.820  3.001  0.087
H  0.978  -1.430  5.267  0.110
H  3.323  -0.626  5.559  0.100
H  4.713  -0.218  3.567  0.110
H  5.154  -0.608  1.263  0.085
H  4.025  0.663  0.790  0.067
H  3.866  -0.954  0.103  0.057
N  -5.888  4.449  -2.514  0.131
C  -5.087  3.626  -2.430  -0.207
C  -4.074  2.625  -2.354  -0.232
C  -4.348  1.321  -1.751  -0.047
C  -3.490  0.322  -1.959  -0.035
C  -2.320  0.527  -2.896  -0.240
C  -1.707  1.908  -2.596  -0.326
C  -2.840  2.898  -2.828  0.043
H  -5.245  1.200  -1.156  0.110
H  -3.668  -0.669  -1.556  0.099
H  -0.895  2.113  -3.314  0.131
H  -2.638  3.857  -3.284  0.104
N  -1.311  2.027  -1.212  -0.118
C  -0.522  3.206  -0.887  -0.314
N  -0.845  4.392  -1.671  -0.119
C  -1.722  5.454  -1.223  -0.172
C  -1.025  6.793  -0.933  -0.179
C  -0.069  7.172  -2.065  -0.207
C  0.893  6.016  -2.337  -0.179
C  0.061  4.792  -2.723  -0.191
H  -2.279  5.105  -0.353  0.130
H  -2.463  5.654  -2.016  0.110
H  -0.472  6.744  0.004  0.086
H  -1.796  7.559  -0.816  0.110
H  0.472  8.088  -1.814  0.104
H  -0.643  7.372  -2.977  0.109
H  1.469  5.787  -1.435  0.111
H  1.597  6.265  -3.136  0.107
H  0.706  3.953  -2.986  0.102
H  -0.525  5.046  -3.622  0.121

Charge   -1
HOMO   -5.312 eV
E_LUMO   1.8 eV



Which of them is most stable, and which least? Most stable: <i>; least stable: <ii>.



<i>
This record from the OMol25 dataset describes a 4-piece molecular cluster, CH11N3O3 overall. The level of theory is ωB97M-V with the def2-TZVPD basis set.

Last column: Löwdin charge in e.
CARTESIAN COORDINATES (ANGSTROEM)
N  1.354  1.129  -1.387  0.067
C  0.260  0.677  -0.864  -0.596
N  -0.628  -0.090  -1.616  0.120
N  -0.104  1.045  0.392  0.141
H  1.425  0.852  -2.360  0.045
H  -1.478  -0.383  -1.172  0.073
H  -0.137  -0.683  -2.261  0.088
H  0.240  1.953  0.676  0.071
H  -0.482  0.376  1.038  0.065
O  -0.701  -3.081  0.257  -0.053
H  -1.568  -2.668  0.188  0.033
H  -0.865  -4.022  0.127  0.051
O  1.728  3.310  0.245  -0.119
H  1.519  4.011  -0.388  0.034
H  1.894  2.555  -0.386  -0.009
O  -0.618  -1.391  2.708  -0.057
H  -0.283  -2.200  2.302  0.017
H  -1.556  -1.389  2.501  0.028

HOMO   -8.874 eV
SMILES   N=C(N)N.O.O.O
E_LUMO   0.0 eV



<ii>
This record from the OMol25 dataset describes a 4-piece molecular cluster, CH11N3O3 overall. The level of theory is ωB97M-V with the def2-TZVPD basis set.

Last column: Löwdin charge in e.
CARTESIAN COORDINATES (ANGSTROEM)
N  0.147  -0.828  -0.263  0.038
C  0.424  -0.338  0.913  -0.573
N  0.640  0.970  1.098  0.173
N  0.491  -1.118  2.053  0.131
H  0.462  -1.787  -0.331  0.070
H  0.977  1.258  1.985  0.099
H  0.767  1.577  0.304  0.033
H  -0.038  -1.971  1.976  0.084
H  0.319  -0.659  2.944  0.100
O  0.979  2.674  -0.925  -0.086
H  0.713  2.057  -1.645  0.009
H  1.427  3.417  -1.352  0.062
O  -2.220  -2.375  0.529  -0.106
H  -3.026  -2.393  -0.021  0.040
H  -1.571  -1.788  0.066  -0.009
O  0.131  0.665  -2.510  -0.100
H  -0.671  0.612  -3.054  0.057
H  0.052  0.027  -1.766  -0.024

HOMO   -9.177 eV
SMILES   N=C(N)N.O.O.O
E_LUMO   0.8 eV



Which of them is most stable, and which least? Most stable: <ii>; least stable: <i>.